Entry from the OMol25 dataset: one molecule with the formula C4H10N2O at a distorted geometry (ωB97M-V/def2-TZVPD).

Computed properties:
- highest occupied orbital energy (eV) = -6.88
- molar mass (g mol⁻¹) = 102.1

```
17
C4H10N2O (ωB97M-V/def2-TZVPD)
C -0.921 -0.721 0.583
C 1.358 -0.138 -0.090
C 0.546 -1.064 0.807
C -1.111 -0.117 -0.788
N -1.848 0.984 -0.897
N 1.366 1.219 0.471
O -0.564 -0.577 -1.881
H -2.131 1.488 -0.074
H -1.974 1.399 -1.807
H 1.631 1.895 -0.235
H 2.039 1.321 1.231
H -1.229 -0.001 1.342
H -1.591 -1.591 0.644
H 2.373 -0.536 -0.251
H 0.544 -0.483 -1.460
H 0.727 -2.105 0.529
H 0.786 -0.972 1.878
```